Entry 1:
C25H33N3O3S in the gas phase, computed with ωB97M-V/def2-TZVPD.

```
65
Properties=species:S:1:pos:R:3:forces:R:3:lowdin_charge:R:1
S 4.0853 -1.0199 0.9719 0.4 -0.8 0.0 0.692
O -3.2715 -0.8291 1.1929 0.3 -0.4 -0.3 -0.091
O -2.5764 -2.7361 -0.6901 0.4 0.6 0.1 -0.081
O -0.0864 -3.5364 -0.9411 -0.3 0.2 0.0 -0.067
N 2.2214 0.8223 1.3106 0.2 0.2 -0.1 -0.097
N -1.1173 0.0129 -1.9721 0.0 -0.2 -0.3 0.150
N 4.2008 1.5118 0.3159 -0.5 0.3 0.1 -0.012
C 5.2640 1.4222 -1.8978 0.0 0.0 0.3 -0.080
C -3.3021 2.9476 -0.1037 0.0 0.1 0.1 -0.310
C 0.3985 -0.8302 1.5017 -0.2 -0.1 0.1 -0.189
C 5.4458 1.3155 -0.3861 0.4 0.0 -0.3 -0.281
C 1.5856 2.0985 1.0459 0.1 0.4 -0.3 -0.134
C 1.3341 -0.3264 -2.2281 0.0 0.1 0.0 0.003
C 3.4595 0.5183 0.8548 0.1 0.1 0.1 -0.786
C -0.9220 -0.4683 1.7074 0.0 0.0 0.1 0.027
C -4.0600 4.0525 0.5754 0.0 0.0 -0.1 -0.058
C -3.6022 -3.4515 -0.0327 -0.3 -0.2 0.2 -0.065
C -4.0194 1.9338 -0.7589 0.0 0.0 0.0 -0.068
C -0.2965 -2.5218 -0.0563 -0.3 0.1 0.1 -0.203
C -1.9225 2.9205 -0.0906 -0.1 -0.1 0.0 0.005
C -1.2544 1.8817 -0.7401 -0.2 -0.3 -0.3 -0.122
C 0.1611 0.4135 -1.6883 0.2 0.3 0.0 -0.237
C -1.6338 -2.1340 0.1169 -0.1 -0.3 0.0 -0.161
C -3.6330 0.1643 2.1203 0.0 0.2 0.2 -0.070
C -1.9477 -1.1182 1.0300 -0.1 -0.3 -0.1 -0.194
C 1.2840 2.3570 -0.4451 -0.2 -0.2 0.1 -0.103
C 0.1218 1.5627 -0.9428 0.2 -0.1 -0.2 -0.146
C 1.2150 -4.0653 -1.0440 0.2 -0.1 0.0 -0.075
C -2.0023 0.8764 -1.3955 -0.2 0.6 0.2 -0.208
C 1.5192 -0.0990 2.1924 -0.1 -0.3 0.2 -0.141
C -3.3896 0.8942 -1.4054 0.0 0.0 0.0 -0.005
C 0.7091 -1.8717 0.6424 0.0 -0.3 -0.1 -0.001
H 2.1558 2.1276 -1.0582 0.1 0.1 0.0 0.099
H 0.6370 2.1014 1.5831 0.1 0.1 0.0 0.121
H -4.7774 3.6466 1.2882 -0.1 0.0 0.1 0.075
H -4.7197 0.2198 2.0771 0.1 0.0 0.0 0.100
H -4.1932 -3.9114 -0.8231 0.0 0.0 0.1 0.092
H 1.9282 -3.3277 -1.4237 0.0 0.0 0.0 0.086
H -3.3240 -0.1053 3.1361 0.0 0.0 0.0 0.100
H -1.3657 3.6999 0.4120 0.0 0.1 0.1 0.112
H 1.0182 -1.2885 -2.6235 0.1 -0.1 0.0 0.079
H -4.6160 4.6359 -0.1582 -0.1 0.1 0.0 0.079
H 1.8053 0.2374 -3.0355 0.0 0.0 -0.1 0.088
H 6.2188 1.2800 -2.3954 0.1 0.0 -0.1 0.071
H -4.2350 -2.7909 0.5643 0.1 -0.1 -0.1 0.083
H 1.1362 0.4708 3.0450 0.0 0.0 -0.1 0.129
H 4.8713 2.3999 -2.1729 0.0 0.1 -0.1 0.069
H 1.5721 -4.4419 -0.0809 0.0 0.0 0.0 0.102
H 2.1992 2.9163 1.4531 -0.1 0.0 0.0 0.123
H -3.2134 1.1365 1.8489 0.0 0.0 0.0 0.080
H 2.2560 -0.8220 2.5527 -0.2 0.2 0.0 0.074
H 1.1400 -4.8909 -1.7503 0.0 0.0 0.0 0.095
H -5.0990 1.9783 -0.7477 -0.1 0.0 0.0 0.112
H 4.5744 0.6567 -2.2456 -0.1 -0.1 -0.1 0.064
H -1.1501 0.3301 2.3949 -0.1 0.1 0.1 0.111
H 5.8173 0.3233 -0.1224 0.0 0.3 0.0 0.049
H 6.1622 2.0662 -0.0382 0.0 -0.1 0.0 0.117
H -3.3848 4.7212 1.1044 0.0 0.1 0.1 0.071
H -1.3664 -0.8597 -2.4075 0.0 0.0 0.0 0.163
H 3.8050 2.4351 0.2514 0.0 0.0 0.1 0.117
H 2.0769 -0.4933 -1.4507 0.1 -0.1 0.0 0.059
H 1.0595 3.4217 -0.5542 0.1 0.0 0.0 0.121
H -3.9508 0.1145 -1.8969 -0.1 -0.1 0.0 0.117
H 1.7410 -2.1578 0.5296 0.1 0.0 -0.1 0.050
H -3.1844 -4.2337 0.6100 0.0 0.0 0.0 0.100
```
Forces are in eV/Å.

Summary:
HOMO energy (eV): -7.4
Multiplicity: 1
Strongest force on any atom (eV/Å): 0.96
M (g mol⁻¹): 455.62
Structure (SMILES): CCNC(=S)N(CCc1c(C)[nH]c2ccc(C)cc12)Cc1cc(OC)c(OC)c(OC)c1


Entry 2:
C25H33N3O5S in the gas phase, computed with ωB97M-V/def2-TZVPD.

```
67
Properties=species:S:1:pos:R:3:forces:R:3:lowdin_charge:R:1
S -1.8845 -0.5328 -1.4814 0.2 0.2 0.2 0.672
O 0.3491 2.9080 2.9208 0.1 0.2 -0.1 0.092
O -2.3152 -1.4866 -0.4887 -0.3 0.2 0.2 -0.308
O 2.6959 1.9508 1.2377 -0.3 0.0 0.1 -0.043
O -1.5648 -1.0342 -2.7888 0.1 0.3 0.0 -0.273
O 2.4757 -0.7326 2.6512 0.1 0.1 0.1 0.092
N -3.0020 0.6947 -1.5302 0.7 -0.8 0.0 -0.249
N 1.0765 -1.8456 1.2279 -0.2 -0.4 -0.3 0.166
N 0.1701 0.7289 3.4982 0.0 -0.3 0.3 -0.083
C 1.4520 -3.1693 -0.7512 0.1 0.0 0.1 -0.210
C 5.4742 -1.6390 -1.0236 -0.1 0.0 0.0 -0.052
C -3.3484 2.9980 -2.3610 -0.1 -0.2 -0.2 -0.165
C -4.8769 3.0351 -2.4021 0.0 0.1 0.2 -0.206
C -0.6199 0.7634 0.5015 0.3 0.3 0.2 -0.012
C 0.0792 -3.7613 -0.6460 0.0 0.1 0.0 -0.031
C 0.3372 1.7356 2.6068 -0.1 0.0 -0.2 -0.409
C -4.9195 1.5515 -0.2795 -0.1 0.0 -0.2 -0.172
C 4.0754 -2.1721 -0.9314 -0.1 -0.1 0.0 -0.276
C -4.3637 0.4124 -1.1364 -0.3 -0.3 0.5 -0.188
C 1.8206 0.9677 -0.8012 0.2 0.2 0.2 0.014
C -2.7862 1.6024 -2.6301 0.3 0.5 -0.3 -0.209
C 1.9433 -2.2713 0.2049 0.3 -0.2 -0.2 -0.172
C 0.1264 1.0420 4.9088 0.0 0.2 0.2 -0.023
C 2.2889 -3.5238 -1.7987 0.0 0.1 0.0 -0.038
C 3.5762 -3.0297 -1.9014 0.1 0.0 0.0 -0.050
C -0.4737 0.3043 -0.7948 -0.4 -0.3 -0.4 -0.280
C 0.4632 1.2856 1.1772 0.0 0.3 -0.2 -0.057
C -5.5648 2.6900 -1.0767 0.0 0.0 0.0 -0.203
C 3.2475 -1.8008 0.1168 0.1 0.0 0.1 0.012
C 0.7389 0.3915 -1.4447 -0.2 0.0 -0.1 -0.033
C 0.1284 -0.6699 3.1234 0.2 0.0 -0.2 -0.052
C 1.3666 -1.0715 2.3025 -0.3 -0.2 0.4 -0.446
C 1.7018 1.4165 0.5160 -0.3 -0.1 -0.2 -0.216
C 3.9784 2.0715 0.6665 0.2 0.0 -0.1 -0.049
H -5.5816 3.5774 -0.4403 -0.1 0.0 0.0 0.108
H 5.8098 -1.2617 -0.0607 0.1 0.0 0.1 0.075
H -5.6643 1.1495 0.4094 0.0 0.0 0.1 0.110
H -0.6975 -3.0040 -0.7560 -0.1 -0.1 0.1 0.044
H 0.1061 -2.0709 1.0550 0.0 0.2 0.2 0.123
H -5.2170 2.3509 -3.1822 0.0 0.0 -0.1 0.105
H 6.1601 -2.4163 -1.3537 0.1 0.0 0.0 0.078
H 0.9799 0.5964 5.4231 0.0 0.0 0.0 0.098
H -0.8014 0.6749 5.3527 0.0 0.0 0.0 0.093
H 3.9697 2.7452 -0.1962 0.0 0.0 0.0 0.102
H -4.0943 1.9394 0.3196 0.0 -0.1 0.1 0.109
H -4.3102 -0.5052 -0.5480 -0.2 0.1 -0.1 0.108
H -5.0023 0.2265 -2.0089 0.0 0.0 0.0 0.135
H -5.2031 4.0356 -2.6944 0.0 -0.1 -0.1 0.107
H 5.5219 -0.8256 -1.7490 0.1 0.1 0.0 0.080
H -0.0676 -4.4980 -1.4311 0.0 0.0 0.0 0.085
H -2.9569 3.6579 -3.1377 0.1 0.0 0.0 0.113
H -1.5874 0.6799 0.9719 -0.1 0.0 0.2 0.131
H 0.1497 -1.2560 4.0462 0.0 0.0 -0.1 0.138
H -3.2213 1.1997 -3.5568 0.1 0.0 0.1 0.132
H 4.2016 -3.3255 -2.7309 0.1 -0.1 -0.1 0.109
H -1.7031 1.6573 -2.7663 -0.1 0.2 -0.2 0.114
H 2.7613 1.0393 -1.3215 0.1 0.0 0.0 0.113
H 0.1725 2.1248 5.0085 0.0 -0.1 0.1 0.088
H 4.3755 1.0972 0.3692 0.0 0.0 0.0 0.082
H 1.9224 -4.2083 -2.5497 -0.1 -0.1 -0.1 0.110
H -6.6031 2.4315 -1.2965 0.0 0.1 0.1 0.107
H -2.9836 3.3586 -1.3994 0.1 0.1 0.0 0.120
H -0.0556 -4.2580 0.3157 -0.1 -0.1 0.1 0.091
H 0.8285 -0.0031 -2.4444 0.1 0.0 -0.1 0.124
H 4.6041 2.4943 1.4501 0.0 0.0 -0.1 0.103
H -0.7956 -0.9065 2.5849 0.1 -0.1 0.1 0.123
H 3.6183 -1.1476 0.8886 0.0 0.0 0.0 0.099
```
Forces are in eV/Å.

Summary:
HOMO energy (eV): -8.3
Multiplicity: 1
Strongest force on any atom (eV/Å): 1.03
M (g mol⁻¹): 487.62
Structure (SMILES): COc1ccc(S(=O)(=O)N2CCCCCC2)cc1C(=O)N(C)CC(=O)Nc1cc(C)ccc1C


Entry 3:
C25H33N3O5S in the gas phase, computed with ωB97M-V/def2-TZVPD.

```
67
Properties=species:S:1:pos:R:3:forces:R:3:lowdin_charge:R:1
S 2.7670 -3.8340 0.9950 0.3 0.2 0.1 0.670
O 2.5085 -4.1562 2.3658 -0.2 0.3 0.0 -0.277
O 1.0913 1.5828 2.6594 -0.1 0.1 -0.3 -0.107
O 3.2171 -4.8534 0.0956 -0.1 0.2 -0.3 -0.277
O 3.9654 -0.0021 0.0221 0.2 0.1 0.0 -0.123
O -3.2066 -1.1232 -0.8039 -0.3 0.1 0.2 0.099
N -3.4498 3.1529 -1.6879 0.0 -0.1 0.0 -0.117
N 3.9350 -2.6547 0.9980 -0.6 -0.9 0.1 -0.232
N -1.7388 -0.1155 -2.2111 0.1 0.0 -0.3 0.071
C -4.0251 5.9867 -1.8016 -0.1 -0.1 -0.2 -0.211
C 3.7768 -1.5339 1.8951 -0.3 0.6 0.2 -0.149
C 3.1925 -0.3239 1.1597 0.0 -0.1 0.3 -0.186
C 4.6184 -2.3295 -0.2311 0.0 0.2 -0.6 -0.154
C -2.4134 4.0966 -2.0633 0.0 0.1 -0.3 -0.201
C -2.6028 0.9986 -2.5453 -0.3 0.0 0.2 -0.099
C 1.1058 -3.0469 -1.0554 0.0 -0.1 -0.1 -0.062
C -2.2331 1.5274 1.0762 0.1 0.1 -0.3 -0.024
C -4.3411 3.7577 -0.7139 -0.3 0.1 -0.1 -0.194
C -2.9888 1.8284 -1.2925 0.1 -0.1 0.0 -0.263
C -5.0488 4.9594 -1.3340 0.2 0.1 0.3 -0.185
C 4.0188 -1.0799 -0.8864 0.1 -0.2 -0.1 -0.180
C -1.2765 1.4518 2.0744 0.3 0.0 0.4 -0.017
C 0.0105 -2.3824 -1.5815 0.0 0.0 0.1 -0.008
C 0.0625 1.6551 1.7663 -0.1 0.0 -0.1 -0.278
C -1.8956 1.8046 -0.2404 -0.3 0.1 0.2 -0.193
C 0.8000 1.2371 3.9923 0.0 0.0 0.2 -0.082
C -0.7582 -1.8930 0.6505 0.0 0.0 -0.1 0.011
C -0.9153 -1.7896 -0.7282 0.1 -0.1 0.2 -0.116
C 0.4137 1.9513 0.4491 0.1 0.0 0.1 0.010
C 0.3509 -2.5327 1.1744 -0.1 0.0 0.1 -0.045
C -2.0826 -0.9986 -1.2380 0.5 -0.1 -0.3 -0.461
C -0.5515 2.0246 -0.5331 0.0 0.0 0.2 -0.037
C -3.0462 5.3051 -2.7494 0.2 0.1 0.2 -0.182
C 1.2793 -3.0884 0.3150 0.5 -0.4 0.2 -0.265
H -5.0839 3.0146 -0.4147 0.1 0.0 0.1 0.123
H -5.7284 5.3985 -0.6017 -0.1 0.0 0.0 0.109
H 0.5079 -2.6238 2.2375 -0.1 0.0 0.2 0.116
H -3.2672 1.3469 1.3309 -0.1 -0.1 0.0 0.124
H -3.4828 6.3825 -0.9393 0.0 0.1 0.0 0.112
H 1.7587 1.2163 4.5079 -0.1 0.0 0.0 0.095
H 4.7638 -1.2747 2.2947 -0.1 0.0 0.0 0.136
H -3.7934 4.0805 0.1903 0.0 0.0 0.0 0.128
H -3.5209 0.6123 -2.9925 0.1 0.2 0.0 0.131
H -1.5891 1.2272 3.0820 0.0 0.0 0.1 0.106
H -1.8361 4.4384 -1.1852 0.0 -0.1 -0.1 0.129
H 5.6720 -2.1428 0.0058 -0.1 -0.1 0.0 0.134
H 3.1324 -1.8573 2.7111 0.1 0.2 0.1 0.117
H 3.0051 -1.2986 -1.2575 0.2 0.1 0.0 0.110
H 0.3334 0.2491 4.0578 0.0 0.0 0.0 0.094
H 4.6437 -0.7446 -1.7160 -0.1 -0.1 0.0 0.129
H 1.8256 -3.5423 -1.6885 0.0 0.0 -0.1 0.119
H 4.5449 -3.1991 -0.8828 0.2 0.1 -0.1 0.117
H -1.7223 3.6159 -2.7574 0.1 0.0 0.1 0.107
H -3.5794 4.9649 -3.6385 0.0 0.0 -0.1 0.115
H -3.8553 1.3252 -0.8516 0.1 0.1 0.0 0.131
H 3.2019 0.5625 1.7944 -0.1 -0.1 0.0 0.122
H -0.1365 -2.3420 -2.6509 0.0 0.0 -0.1 0.121
H -2.2629 5.9993 -3.0589 0.0 0.0 -0.1 0.109
H 0.1512 1.9791 4.4682 0.0 0.0 0.0 0.096
H -5.6349 4.6173 -2.1881 -0.1 0.0 0.0 0.115
H -2.0935 1.6144 -3.2845 0.0 0.0 0.0 0.115
H 2.1554 -0.5340 0.8547 0.1 0.1 0.1 0.112
H 1.4547 2.1147 0.2178 0.2 0.0 0.0 0.120
H -0.2434 2.2544 -1.5426 0.0 0.0 -0.1 0.114
H -4.5218 6.8207 -2.3005 0.0 0.1 0.1 0.107
H -0.7538 0.0105 -2.3823 -0.1 -0.1 0.1 0.129
H -1.5065 -1.4555 1.2930 -0.1 0.0 0.1 0.120
```
Forces are in eV/Å.

Summary:
HOMO energy (eV): -8.6
Multiplicity: 1
Strongest force on any atom (eV/Å): 1.09
M (g mol⁻¹): 487.62
Structure (SMILES): COc1ccc([C@H](CNC(=O)c2ccc(S(=O)(=O)N3CCOCC3)cc2)N2CCCCC2)cc1


Entry 4:
2 unconnected molecules or ions with the total composition C25H33N5O3, computed with ωB97M-V/def2-TZVPD.

```
66
Properties=species:S:1:pos:R:3:forces:R:3:lowdin_charge:R:1
O 3.1903 3.0287 2.5153 -0.7 -0.4 0.1 0.047
O -1.2196 -0.7473 -1.9565 0.4 0.8 -1.2 0.000
O 1.7962 2.1809 5.7902 0.1 0.0 -0.5 0.066
N 4.0208 1.2409 3.4873 0.4 -1.4 0.4 0.034
N 1.1497 0.6353 4.2752 0.4 -0.5 -1.3 0.095
N 2.4324 1.6053 -4.2008 0.9 0.2 1.1 0.142
N 0.5418 1.1838 -5.2367 0.0 -0.3 0.3 0.153
N 2.2092 0.4203 -0.8419 -1.0 0.1 -1.3 0.189
C 0.4493 2.3913 2.6855 0.2 0.0 0.1 -0.119
C -1.3084 0.0332 -4.2058 -0.9 -0.3 0.0 -0.087
C 1.5329 1.3446 3.0395 -0.4 0.1 0.2 -0.188
C 4.0719 -0.1409 3.9644 -0.2 0.6 0.0 -0.066
C -0.5369 -1.7310 -1.1516 0.5 -0.9 0.6 -0.309
C 2.9743 1.9280 3.0110 -0.4 1.5 -0.2 -0.452
C -1.9433 2.9939 2.2112 0.3 -0.1 0.4 -0.080
C -2.7142 0.3895 -6.6242 1.4 0.6 0.0 -0.068
C 0.7103 0.4316 -2.9600 -1.2 -1.1 1.3 -0.084
C -1.4066 0.8653 -6.4862 -1.7 -0.4 -0.9 -0.009
C 0.2577 -2.7042 -1.9998 -0.8 -2.2 -0.6 -0.012
C -0.1622 -3.9903 -2.2625 0.4 2.5 0.7 -0.050
C 1.2777 1.1100 5.5163 0.3 0.9 1.4 -0.569
C -0.7014 0.6962 -5.2926 0.0 -0.1 0.0 -0.238
C 1.5304 0.4302 -1.7889 0.7 -0.3 1.4 -0.173
C -3.3216 -0.2689 -5.5531 0.3 -0.4 1.3 -0.081
C -0.5829 -0.1206 -3.0111 0.6 -0.2 1.3 -0.122
C -1.5971 -2.4611 -0.3185 -0.4 0.1 -0.6 -0.134
C -2.6260 -0.4493 -4.3525 -1.0 0.0 -1.0 0.005
C -1.1234 0.7716 1.4958 0.1 0.2 0.5 -0.081
C 0.7329 0.2381 6.6232 0.1 0.0 -0.1 0.001
C -0.9900 1.8538 2.5708 0.2 0.0 -0.5 -0.427
C -1.4498 -4.5500 -1.7115 -0.1 0.3 -0.2 -0.196
C -2.3814 -3.4555 -1.1779 0.2 -0.1 0.1 -0.186
C 1.2027 1.0386 -4.1067 0.3 1.4 -2.4 -0.361
H -1.3053 1.4374 3.5278 0.0 -0.1 0.2 0.125
H 2.8257 1.9567 -3.3337 0.2 0.0 -0.4 0.099
H 2.5139 2.1775 -5.0338 0.1 -0.1 0.4 0.109
H -2.8500 -2.9289 -2.0157 0.1 0.0 0.1 0.106
H -0.5533 -0.1107 1.7786 0.1 -0.3 -0.2 0.063
H -4.3370 -0.6419 -5.6514 0.2 0.0 0.1 0.101
H -2.2825 -1.7307 0.1210 0.2 0.0 0.0 0.109
H -1.8850 3.7744 2.9700 -0.1 0.1 -0.1 0.079
H -0.7577 1.1490 0.5396 0.0 -0.1 -0.1 0.083
H 0.7045 -0.2601 4.1731 0.0 0.0 -0.1 0.141
H -0.3492 0.1764 6.5284 -0.1 -0.2 0.1 0.081
H 3.7860 -0.1793 5.0170 0.0 -0.2 0.0 0.073
H 1.2009 -2.3736 -2.4235 -0.1 0.0 0.1 0.102
H -2.9672 2.6231 2.1681 -0.1 0.1 -0.1 0.075
H -1.9702 -5.1081 -2.4962 0.1 -0.1 0.1 0.112
H -1.6725 3.4161 1.2431 -0.1 0.1 0.0 0.083
H 0.4669 3.1730 3.4467 0.1 0.1 0.0 0.126
H 0.9873 0.6882 7.5826 0.0 0.0 -0.2 0.086
H -3.1803 -3.9116 -0.5851 0.0 0.1 -0.1 0.112
H -2.1697 0.4868 1.3880 0.0 -0.1 -0.1 0.077
H 1.1721 -0.7545 6.5589 -0.1 -0.2 0.1 0.077
H -0.9153 1.3759 -7.3065 0.0 0.0 0.1 0.111
H -1.1107 -2.9966 0.5029 0.1 0.1 -0.1 0.129
H -3.1223 -0.9621 -3.5329 0.2 0.1 -0.1 0.108
H 0.1311 -1.2425 -0.4395 0.1 0.2 -0.2 0.112
H 1.5349 0.6069 2.2381 0.0 -0.3 0.0 0.131
H 0.4607 -4.6288 -2.8830 0.0 0.0 0.1 0.100
H 4.8872 1.7560 3.4581 -0.1 0.0 -0.1 0.144
H -3.2535 0.5312 -7.5570 0.1 0.0 0.1 0.104
H -1.2113 -5.2514 -0.9055 0.0 -0.1 -0.1 0.115
H 5.0883 -0.5246 3.8638 -0.1 0.1 -0.1 0.084
H 0.7148 2.8560 1.7348 0.1 0.0 0.0 0.124
H 3.4029 -0.7711 3.3764 0.1 0.0 0.1 0.081
```
Forces are in eV/Å.

Summary:
HOMO energy (eV): -8.3
Multiplicity: 1
Strongest force on any atom (eV/Å): 2.81
M (g mol⁻¹): 451.57
Structure (SMILES): N#Cc1c(N)nc2ccccc2c1O[C@@H]1C=CCCC1.CNC(=O)[C@H](CC(C)C)NC(C)=O